(1)
114
Properties=species:S:1:pos:R:3:lowdin_charge:R:1 method="wB97M-V/def2-TZVPD" fmax_ev_per_a=1.32 smiles="CCOCCCCC[C@@](C[C@H](C)I)(O[C@@](N)(B(O)OC)P(O)Cl)[C@@](N)(O[C@H](Cl)CC(=O)Cl)P(C)O.CCOC(=O)C(F)(F)F.CCOC(=O)C(F)(F)F.CCOC(=O)C(F)(F)F" charge=0 lumo_energy_ev=0.0 e_tot_ha=-5621.984267 e_homo_ev=-9.08
C 9.03 -0.68 -1.18 -0.065
C 8.10 -0.12 -2.25 -0.270
O 6.81 -0.70 -2.12 -0.165
C 5.72 0.13 -2.47 -0.211
C 4.93 0.68 -1.27 -0.183
C 5.81 0.88 -0.04 -0.176
C 5.14 1.53 1.20 -0.152
C 3.63 1.42 1.36 -0.100
C 2.67 2.53 0.83 -0.315
C 3.35 3.91 0.63 -0.205
C 4.08 4.25 -0.68 -0.616
C 5.61 4.15 -0.66 -0.157
I 3.64 6.38 -1.12 0.881
O 2.25 1.97 -0.44 -0.134
C 1.14 2.26 -1.30 -0.559
N -0.15 1.79 -0.98 0.064
B 0.92 3.75 -1.87 -0.774
O 0.08 4.63 -1.24 0.155
O 1.57 4.09 -3.03 -0.079
C 0.88 4.82 -4.04 -0.052
P 1.78 1.32 -2.83 0.713
O 1.68 -0.14 -2.08 -0.377
Cl 0.04 1.28 -3.96 0.296
C 1.59 2.74 1.96 -0.550
N 0.39 3.43 1.54 0.098
O 1.18 1.53 2.60 -0.193
C 0.66 0.49 1.86 -0.690
Cl -1.15 0.55 1.90 0.698
C 1.12 -0.80 2.54 -0.166
C 0.40 -2.01 2.02 -0.788
O -0.33 -2.73 2.62 0.051
Cl 0.73 -2.29 0.30 0.744
P 2.19 3.67 3.53 0.991
C 2.22 5.45 3.11 -0.265
O 3.82 3.39 3.66 -0.303
H 9.78 -1.35 -1.59 0.068
H 9.53 0.11 -0.62 0.070
H 8.44 -1.25 -0.46 0.074
H 8.03 0.96 -2.14 0.104
H 8.48 -0.35 -3.25 0.117
H 6.08 0.98 -3.07 0.120
H 5.06 -0.45 -3.12 0.114
H 4.15 -0.04 -1.02 0.097
H 4.47 1.61 -1.60 0.075
H 6.19 -0.10 0.24 0.111
H 6.69 1.47 -0.30 0.099
H 5.51 2.54 1.37 0.080
H 5.55 0.98 2.05 0.114
H 3.31 0.49 0.90 0.116
H 3.44 1.30 2.42 0.099
H 4.04 4.10 1.46 0.092
H 2.56 4.65 0.73 0.030
H 3.69 3.74 -1.55 0.057
H 6.07 4.99 -1.18 0.036
H 6.01 4.15 0.35 0.077
H 5.93 3.26 -1.20 0.063
H -0.24 0.81 -0.79 0.043
H -0.66 2.37 -0.33 0.059
H 0.40 5.54 -1.33 0.097
H 1.36 5.79 -4.18 0.090
H -0.18 4.95 -3.80 0.096
H 0.96 4.26 -4.97 0.089
H 2.26 -0.76 -2.52 0.045
H 0.56 4.38 1.22 0.066
H -0.27 3.46 2.31 0.090
H 0.97 0.49 0.82 0.076
H 2.19 -0.90 2.36 0.122
H 0.92 -0.73 3.61 0.136
H 3.05 5.75 2.47 0.028
H 1.28 5.79 2.68 0.039
H 2.35 5.96 4.06 0.038
H 3.98 3.09 4.55 0.051
C -1.39 -4.52 4.91 -0.059
C -1.41 -3.29 5.77 -0.191
O -2.32 -3.43 6.89 0.037
C -1.85 -4.10 7.93 -0.411
O -0.77 -4.58 8.07 0.170
C -2.93 -4.13 9.04 -0.558
F -4.13 -4.44 8.55 0.170
F -3.01 -2.93 9.62 0.167
F -2.61 -5.03 9.97 0.176
H -2.40 -4.76 4.56 0.089
H -0.76 -4.35 4.04 0.050
H -1.00 -5.39 5.45 0.081
H -1.78 -2.43 5.22 0.122
H -0.41 -3.05 6.15 0.125
C -1.58 -1.83 -2.35 -0.082
C -2.57 -2.86 -1.85 -0.183
O -3.93 -2.49 -2.18 0.040
C -4.32 -2.76 -3.41 -0.410
O -3.70 -3.29 -4.28 0.176
C -5.79 -2.33 -3.58 -0.548
F -6.01 -1.12 -3.08 0.176
F -6.59 -3.20 -2.94 0.144
F -6.12 -2.32 -4.86 0.177
H -1.83 -0.85 -1.96 0.078
H -0.58 -2.10 -2.02 0.021
H -1.58 -1.77 -3.43 0.078
H -2.55 -2.93 -0.76 0.123
H -2.36 -3.85 -2.25 0.128
C -9.28 -3.59 -4.22 -0.059
C -9.95 -4.10 -2.97 -0.185
O -11.33 -3.69 -2.90 0.037
C -12.19 -4.43 -3.59 -0.410
O -11.95 -5.39 -4.26 0.172
C -13.62 -3.89 -3.39 -0.558
F -13.65 -2.56 -3.50 0.169
F -14.05 -4.22 -2.17 0.168
F -14.44 -4.41 -4.29 0.177
H -9.38 -2.51 -4.30 0.092
H -8.23 -3.84 -4.21 0.056
H -9.73 -4.03 -5.11 0.084
H -9.49 -3.66 -2.08 0.125
H -9.88 -5.18 -2.88 0.128



(2)
98
Properties=species:S:1:pos:R:3:lowdin_spin:R:1 method="wB97M-V/def2-TZVPD" fmax_ev_per_a=3.68 relative_energy_kj_mol=200.7 charge=-1 lumo_energy_ev="1.3 / 0.4" s2=0.7674 spin_multiplicity=2 e_tot_ha=-6339.373904 e_homo_ev="-3.57 / -3.56"
Sc 0.85 -0.55 -1.59 0.021
C 0.87 -1.60 -4.84 0.004
C -0.41 -0.97 -4.48 0.000
C -1.51 -0.58 -5.24 0.001
C -2.46 -0.19 -4.29 0.004
N -2.03 -0.38 -3.05 0.013
N -0.71 -0.78 -3.16 0.004
B -2.99 -0.45 -1.82 0.002
N -2.16 -1.26 -0.76 0.000
C -2.77 -1.86 0.28 0.000
C -1.88 -2.30 1.26 0.000
C -0.62 -1.74 0.82 0.000
C 0.73 -2.09 1.47 0.000
N -0.83 -1.08 -0.38 0.000
N -3.47 0.93 -1.22 0.001
C -4.55 1.74 -1.49 0.000
C -4.48 2.89 -0.73 0.000
C -3.21 2.76 -0.06 0.000
C -2.42 3.67 0.83 0.000
N -2.65 1.55 -0.42 0.000
N -4.29 -1.27 -2.05 0.000
C -4.66 -2.65 -1.88 0.000
C -5.78 -2.90 -2.67 0.000
C -6.00 -1.66 -3.38 0.000
C -7.02 -1.38 -4.41 0.000
N -5.11 -0.76 -3.01 0.000
H 0.84 -1.95 -5.89 0.000
H 1.70 -0.82 -4.76 0.004
H 1.11 -2.37 -4.14 0.000
H -1.52 -0.53 -6.33 0.000
H -3.49 0.10 -4.48 0.000
H -3.82 -1.79 0.42 0.000
H -2.03 -2.65 2.25 0.000
H 0.65 -2.04 2.59 0.000
H 1.14 -3.10 1.23 0.000
H 1.44 -1.29 1.18 0.000
H -5.33 1.40 -2.15 0.000
H -5.21 3.64 -0.52 0.000
H -2.78 3.62 1.87 0.000
H -1.41 3.28 0.83 0.000
H -2.48 4.74 0.45 0.000
H -4.11 -3.21 -1.19 0.000
H -6.23 -3.87 -2.78 0.000
H -7.28 -2.25 -5.00 0.000
H -7.96 -1.05 -3.99 0.000
H -6.72 -0.56 -5.06 0.000
C -0.75 0.99 3.96 0.000
Si 0.96 0.67 4.66 0.000
C 1.21 2.08 5.93 0.000
C 0.60 -0.69 5.89 0.000
C 2.38 0.58 3.50 0.000
C 2.44 1.27 2.24 0.000
C 3.53 2.05 1.84 0.000
C 3.65 2.62 0.57 0.000
C 2.52 2.57 -0.21 0.006
C 1.39 1.88 0.27 0.001
N 1.35 1.15 1.41 0.001
Si 3.86 -0.42 3.98 0.000
C 3.46 -2.13 4.55 0.000
C 4.90 0.24 5.47 0.000
C 5.18 -0.61 2.59 0.000
H -1.05 0.18 3.27 0.000
H -0.84 1.91 3.37 0.000
H -1.47 1.03 4.82 0.000
H 0.25 2.18 6.53 0.000
H 1.38 3.09 5.47 0.000
H 2.06 1.98 6.60 0.000
H 1.44 -1.02 6.53 0.000
H 0.20 -1.62 5.38 0.000
H -0.19 -0.29 6.54 0.000
H 4.34 2.18 2.54 0.000
H 4.59 3.07 0.29 0.000
H 2.44 2.93 -1.27 0.006
H 0.44 1.89 -0.29 0.000
H 3.58 -2.19 5.63 0.000
H 4.17 -2.86 4.16 0.000
H 2.47 -2.52 4.25 0.000
H 4.33 0.72 6.28 0.000
H 5.79 0.88 5.15 0.000
H 5.36 -0.70 5.96 0.000
H 4.95 -1.39 1.83 0.000
H 6.04 -0.88 3.23 0.000
H 5.44 0.31 2.08 0.000
O 1.14 3.56 -8.25 0.035
C 1.08 3.27 -7.07 0.013
S 2.25 2.28 -6.15 0.035
C 1.41 2.35 -4.57 0.243
C 0.14 2.93 -4.49 0.093
S -0.81 2.82 -3.18 0.349
S -0.35 3.63 -6.00 -0.006
S 2.29 1.54 -3.30 0.161
Cl 3.52 -4.54 -2.53 0.000
C 3.83 -3.19 -1.40 0.000
Cl 5.31 -2.41 -1.89 0.000
Cl 3.91 -4.08 0.16 0.000
C 2.64 -2.14 -1.53 0.001
O 1.47 -2.62 -1.65 0.001
O 2.85 -0.91 -1.48 0.003



(3)
21
Properties=species:S:1:pos:R:3:lowdin_spin:R:1 method="wB97M-V/def2-TZVPD" fmax_ev_per_a=4.62 relative_energy_kj_mol=362.0 charge=0 lumo_energy_ev="0.2 / -4.2" s2=2.0139 spin_multiplicity=3 e_tot_ha=-801.192566 e_homo_ev="-6.96 / -9.13"
C -0.10 2.26 -0.30 0.274
C -1.81 -0.37 1.07 0.040
C -1.40 -1.74 0.72 0.042
C -0.36 -0.56 0.83 0.043
C -0.19 -0.01 -1.76 0.045
C 2.42 0.90 1.32 0.042
C 0.34 0.00 -0.34 0.559
N -0.34 3.37 -0.48 0.036
O 2.50 -1.27 -0.20 0.561
S 2.15 0.16 -0.29 0.313
H -2.15 0.36 0.26 0.003
H -2.09 -0.06 2.05 0.003
H -1.28 -2.42 1.62 0.001
H -1.68 -2.20 -0.24 0.001
H 0.21 -0.72 1.61 0.000
H -1.21 0.46 -1.95 0.014
H -0.23 -0.99 -2.18 0.010
H 0.56 0.61 -2.20 0.003
H 2.36 0.21 2.07 0.004
H 1.57 1.57 1.61 0.005
H 3.35 1.41 1.29 0.002



(4)
18
Properties=species:S:1:pos:R:3:lowdin_charge:R:1 method="wB97M-V/def2-TZVPD" fmax_ev_per_a=7.05 relative_energy_kj_mol=809.1 charge=0 lumo_energy_ev=0.4 e_tot_ha=-377.138651 e_homo_ev=-7.81
C 2.16 -0.80 0.62 -0.139
C 1.21 -0.42 -0.58 -0.319
C -0.14 -0.06 -0.30 -0.381
C -1.19 -1.06 -0.06 -0.141
H 1.99 -0.31 1.89 0.168
H 3.29 -0.93 0.25 0.088
H 1.69 -1.89 0.92 0.093
H 1.35 -1.28 -1.28 0.124
H 1.44 0.52 -1.17 0.101
H -0.94 -2.06 -0.70 0.130
H -4.12 0.33 0.60 0.181
H -2.39 0.88 -0.15 0.050
H 1.55 1.56 -0.02 0.166
H -0.06 2.97 -0.47 0.171
N -2.53 -0.92 0.04 -0.091
N -3.02 0.23 0.33 -0.019
N -0.67 1.20 -0.19 -0.103
N 0.38 2.06 0.27 -0.080



(5)
17
Properties=species:S:1:pos:R:3:lowdin_charge:R:1 method="wB97M-V/def2-TZVPD" fmax_ev_per_a=7.99 relative_energy_kj_mol=680.5 charge=0 lumo_energy_ev=0.3 e_tot_ha=-400.917589 e_homo_ev=-8.64
C 2.33 0.86 0.27 -0.139
C 1.55 -0.37 -0.23 -0.348
C 2.18 -1.62 -0.05 -0.016
C -0.84 0.81 -0.18 -0.456
C -2.18 0.05 -0.31 -0.176
H 2.38 1.13 1.47 0.115
H 1.46 1.96 -0.01 0.163
H 3.32 1.01 -0.38 0.088
H 1.79 -2.60 -0.59 0.077
H 3.38 -1.50 0.34 0.124
H -0.52 -1.12 -0.12 0.081
H -2.68 -0.41 -1.45 0.196
H -3.20 0.95 -0.21 0.181
H -2.32 -1.08 1.52 0.167
N 0.03 -0.30 -0.29 0.074
O -0.40 1.90 0.09 0.039
O -2.37 -1.22 0.47 -0.170



(6)
180
Properties=species:S:1:pos:R:3:lowdin_charge:R:1 method="wB97M-V/def2-TZVPD" fmax_ev_per_a=3.90 relative_energy_kj_mol=274.4 charge=+1 lumo_energy_ev=-3.0 e_tot_ha=-5382.568882 e_homo_ev=-10.74
C -8.43 -0.65 0.91 -0.118
C -7.80 0.77 0.80 -0.253
C -6.90 1.04 2.09 -0.199
C -5.59 0.13 1.97 -0.209
C -4.36 1.06 2.25 -0.188
C -2.95 0.43 1.90 -0.190
C -3.00 -0.82 0.97 -0.190
C -1.61 -1.39 0.49 -0.161
C -0.41 -0.40 0.41 -0.089
C -0.05 0.20 -1.02 -0.254
C 1.38 0.87 -0.77 -0.102
C 1.40 2.39 -0.48 -0.242
C 2.88 2.90 -0.15 -0.452
S 3.03 3.70 1.50 0.837
C 2.91 5.53 1.25 -1.018
S 4.23 6.45 1.06 0.776
N 1.55 6.05 1.28 -0.193
C 0.69 5.75 0.25 -0.056
C -0.51 6.40 0.71 -0.117
N -0.27 7.01 1.92 0.039
C 1.01 6.81 2.29 -0.143
N 0.28 -0.89 -2.03 0.141
C 0.25 -0.43 -3.46 -0.084
B 1.37 -1.17 -4.40 -0.385
C 2.11 -2.53 -3.95 0.001
O 1.72 -0.69 -5.68 0.115
C 0.10 1.11 -3.72 -0.226
C 1.43 1.91 -4.02 -0.087
C 1.51 2.38 -5.52 -0.169
F 2.81 2.82 -5.87 -0.054
O -0.62 1.87 -2.74 -0.076
C -1.12 1.14 -1.63 -0.437
O -1.54 2.10 -0.66 -0.017
C -2.49 0.45 -2.10 -0.143
C -3.79 1.24 -1.71 -0.715
C -4.99 0.32 -2.24 -0.177
I -4.01 3.11 -2.79 0.906
H -9.16 -0.63 1.76 0.077
H -7.68 -1.43 1.18 0.067
H -8.98 -0.98 0.00 0.070
H -8.57 1.58 0.75 0.106
H -7.10 0.85 -0.07 0.084
H -7.46 0.86 3.03 0.109
H -6.62 2.12 2.01 0.101
H -5.63 -0.31 0.95 0.079
H -5.66 -0.67 2.75 0.106
H -4.49 1.97 1.60 0.103
H -4.43 1.38 3.32 0.123
H -2.51 0.08 2.88 0.124
H -2.29 1.26 1.56 0.087
H -3.49 -1.63 1.57 0.115
H -3.65 -0.70 0.07 0.068
H -1.82 -1.98 -0.44 0.101
H -1.33 -2.18 1.24 0.116
H -0.42 0.47 1.10 0.127
H 0.50 -1.00 0.70 0.125
H 1.94 0.37 0.07 0.135
H 2.04 0.70 -1.66 0.119
H 1.04 3.04 -1.30 0.080
H 0.81 2.59 0.45 0.100
H 3.58 2.04 -0.20 0.078
H 3.16 3.67 -0.91 0.085
H 0.89 5.17 -0.66 0.109
H -1.46 6.36 0.15 0.102
H 1.52 7.14 3.20 0.134
H -0.35 -1.70 -1.93 0.174
H 1.19 -1.26 -1.73 0.170
H -0.71 -0.88 -3.87 0.167
H 2.90 -2.30 -3.19 0.080
H 1.40 -3.28 -3.53 0.080
H 2.65 -2.96 -4.83 0.085
H 0.89 -0.71 -6.20 0.131
H -0.50 1.21 -4.67 0.167
H 2.37 1.42 -3.68 0.124
H 1.38 2.87 -3.44 0.119
H 0.86 3.30 -5.56 0.140
H 1.05 1.66 -6.23 0.102
H -1.41 2.97 -1.10 0.100
H -2.57 -0.64 -1.87 0.106
H -2.48 0.50 -3.22 0.109
H -3.96 1.32 -0.62 0.064
H -5.90 0.97 -2.35 0.049
H -4.71 -0.02 -3.26 0.074
H -5.15 -0.53 -1.54 0.072
C -0.51 6.42 6.33 -0.041
C 0.31 6.04 5.27 -0.062
C 1.43 5.26 5.50 0.000
C 1.75 4.87 6.79 -0.081
C 0.95 5.27 7.86 -0.081
C -0.19 6.04 7.63 0.005
C 1.30 4.90 9.26 -0.278
O 0.61 5.24 10.19 0.110
C 2.54 4.10 9.49 -0.083
C 2.92 3.79 10.79 0.003
C 4.06 3.04 11.02 -0.053
C 4.82 2.58 9.95 -0.056
C 4.45 2.89 8.65 -0.001
C 3.31 3.66 8.42 -0.085
C 2.94 4.01 7.02 -0.278
O 3.61 3.62 6.09 0.097
H -1.39 7.03 6.15 0.112
H 0.06 6.35 4.26 0.058
H 2.06 4.96 4.67 0.107
H -0.82 6.34 8.45 0.123
H 2.33 4.14 11.63 0.123
H 4.36 2.81 12.04 0.109
H 5.71 1.99 10.13 0.108
H 5.05 2.54 7.82 0.120
C -7.68 -3.81 5.32 -0.052
C -7.94 -4.76 6.30 -0.048
C -6.91 -5.56 6.79 0.006
C -5.62 -5.42 6.28 -0.080
C -5.37 -4.48 5.28 -0.083
C -6.39 -3.67 4.81 -0.001
C -4.01 -4.36 4.69 -0.275
O -3.78 -3.54 3.82 0.081
C -2.93 -5.25 5.19 -0.084
C -1.67 -5.18 4.61 -0.006
C -0.65 -6.00 5.07 -0.063
C -0.89 -6.89 6.11 -0.047
C -2.15 -6.97 6.69 0.009
C -3.18 -6.15 6.22 -0.077
C -4.53 -6.27 6.82 -0.276
O -4.74 -7.04 7.73 0.116
H -8.48 -3.18 4.95 0.108
H -8.94 -4.87 6.69 0.111
H -7.12 -6.29 7.55 0.124
H -6.20 -2.93 4.04 0.106
H -1.48 -4.49 3.80 0.112
H 0.33 -5.94 4.61 0.087
H -0.09 -7.53 6.47 0.110
H -2.33 -7.66 7.50 0.125
C 1.73 -6.54 2.18 -0.066
C 2.50 -7.44 2.91 -0.049
C 3.87 -7.53 2.69 0.012
C 4.47 -6.73 1.72 -0.077
C 3.69 -5.85 0.97 -0.087
C 2.33 -5.75 1.21 -0.007
C 4.30 -5.02 -0.10 -0.277
O 3.62 -4.25 -0.75 0.066
C 5.75 -5.16 -0.37 -0.087
C 6.34 -4.44 -1.40 -0.005
C 7.69 -4.55 -1.65 -0.053
C 8.48 -5.39 -0.86 -0.046
C 7.91 -6.11 0.17 0.009
C 6.54 -6.01 0.41 -0.080
C 5.93 -6.83 1.50 -0.276
O 6.62 -7.56 2.18 0.120
H 0.67 -6.46 2.36 0.097
H 2.03 -8.07 3.66 0.110
H 4.46 -8.23 3.26 0.126
H 1.72 -5.05 0.64 0.111
H 5.73 -3.79 -2.02 0.112
H 8.14 -3.99 -2.46 0.109
H 9.54 -5.47 -1.06 0.113
H 8.52 -6.76 0.78 0.125
C -0.61 4.70 -13.32 -0.054
C 0.19 4.34 -14.40 -0.051
C 1.30 3.53 -14.20 0.004
C 1.62 3.09 -12.92 -0.083
C 0.83 3.48 -11.84 -0.086
C -0.29 4.27 -12.04 -0.001
C 1.19 3.06 -10.46 -0.277
O 0.50 3.39 -9.51 0.092
C 2.41 2.24 -10.26 -0.080
C 2.79 1.89 -8.96 -0.004
C 3.92 1.11 -8.76 -0.053
C 4.67 0.67 -9.85 -0.053
C 4.30 1.02 -11.14 0.004
C 3.18 1.81 -11.34 -0.081
C 2.81 2.22 -12.73 -0.277
O 3.46 1.84 -13.68 0.112
H -1.48 5.32 -13.48 0.109
H -0.05 4.68 -15.40 0.110
H 1.92 3.25 -15.05 0.123
H -0.91 4.56 -11.21 0.120
H 2.22 2.22 -8.11 0.084
H 4.22 0.84 -7.76 0.105
H 5.55 0.05 -9.69 0.108
H 4.89 0.68 -11.98 0.123



(7)
39
Properties=species:S:1:pos:R:3:lowdin_charge:R:1 method="wB97M-V/def2-TZVPD" fmax_ev_per_a=0.83 charge=+3 lumo_energy_ev="-12.7 / -12.6" e_tot_ha=-2063.228194 e_homo_ev="-18.28 / -18.08"
Pd 0.34 -1.58 -1.69 0.747
N -0.65 -2.17 -3.42 -0.063
C -0.48 -3.66 -3.42 -0.176
C 0.98 -3.97 -3.17 -0.139
N 1.43 -3.27 -1.92 -0.160
C 1.46 -3.98 -0.60 -0.148
C 1.81 -2.91 0.42 -0.176
N 0.79 -1.82 0.33 -0.057
H -1.65 -1.96 -3.33 0.111
H -0.35 -1.75 -4.30 0.123
H -0.81 -4.10 -4.36 0.143
H -1.12 -4.06 -2.63 0.128
H 1.57 -3.54 -3.98 0.139
H 1.19 -5.04 -3.12 0.149
H 2.40 -2.99 -2.09 0.145
H 2.21 -4.77 -0.61 0.149
H 0.48 -4.43 -0.42 0.137
H 2.79 -2.48 0.18 0.132
H 1.87 -3.32 1.43 0.141
H 1.02 -1.03 0.92 0.110
H -0.09 -2.19 0.67 0.117
S 0.45 5.79 0.04 1.010
C 0.32 4.22 -0.13 -0.979
S 0.77 3.28 -1.54 1.105
C -0.10 1.93 -0.95 -1.045
N -0.56 2.08 0.33 0.072
N -0.33 3.27 0.79 -0.080
C -0.80 3.60 2.05 -0.143
C -1.95 2.92 2.54 0.046
C -2.46 3.28 3.75 0.013
C -1.83 4.28 4.52 0.075
C -0.66 4.92 4.06 0.010
C -0.14 4.59 2.84 0.006
S -0.51 0.64 -1.94 0.706
H -2.44 2.19 1.92 0.129
H -3.36 2.81 4.13 0.139
H -2.24 4.56 5.48 0.145
H -0.16 5.64 4.69 0.142
H 0.81 5.00 2.53 0.099



(8)
13
Properties=species:S:1:pos:R:3:lowdin_charge:R:1 method="wB97M-V/def2-TZVPD" fmax_ev_per_a=0.38 relative_energy_kj_mol=270.5 charge=0 lumo_energy_ev=0.6 e_tot_ha=-323.677940 e_homo_ev=-7.22
C -0.78 0.21 -1.28 -0.042
C 0.25 -0.23 1.60 -0.167
O 0.15 -1.55 1.12 -0.089
C 0.62 0.77 0.76 -0.485
O 0.90 1.96 0.76 -0.017
N 0.61 0.15 -0.77 0.032
H -1.20 1.16 -0.97 0.103
H -1.33 -0.61 -0.80 0.088
H -0.82 0.10 -2.36 0.088
H 0.15 -0.06 2.66 0.103
H -0.73 -1.88 1.34 0.087
H 0.96 -0.80 -0.76 0.142
H 1.23 0.77 -1.29 0.155